1.
Entry from OMol25: the molecule C5H7NO (wB97M-V/def2-TZVPD).

The frontier orbital gap comes out at 9.1 eV. For the calculated total energy, the calculation gives -324.619420 a.u. The value obtained for the relative energy (zero: lowest compared OMol25 entry of this formula, charge and spin) is 275.8 kJ/mol. For the HOMO energy, the calculation gives -8.06 eV.

Structure (ORCA input):
```
! wB97M-V def2-TZVPD RIJCOSX def2/J DEFGRID3
* xyz 0 1
C 2.423 -0.150 -0.005
C 0.942 0.053 -0.074
C -0.132 -0.759 -0.424
C -1.291 -0.016 0.032
N -2.579 -0.555 -0.066
C -0.872 1.211 0.390
O 0.513 1.224 0.411
H 2.949 0.516 -0.694
H 2.698 -1.185 -0.219
H 2.780 0.085 1.008
H -0.457 -0.657 -1.460
H -2.515 -1.564 -0.186
H -3.090 -0.360 0.786
H -1.369 2.157 0.500
*
```

2.
Entry from OMol25: the molecule C5H7NO (wB97M-V/def2-TZVPD).

The frontier orbital gap comes out at 10.8 eV. For the calculated total energy, the calculation gives -324.629853 a.u. The value obtained for the relative energy (zero: lowest compared OMol25 entry of this formula, charge and spin) is 248.4 kJ/mol. For the HOMO energy, the calculation gives -9.83 eV.

Structure (ORCA input):
```
! wB97M-V def2-TZVPD RIJCOSX def2/J DEFGRID3
* xyz 0 1
N 1.852 -1.675 -0.164
C 1.044 -0.721 -0.306
O 1.445 0.598 -0.339
C 0.362 1.313 -0.938
C -0.798 0.658 -0.237
C -1.551 -0.352 -1.108
C -0.448 -0.807 -0.207
H 2.785 -1.268 -0.096
H 0.403 1.196 -2.030
H 0.398 2.379 -0.697
H -0.699 1.027 0.770
H -1.324 -0.299 -2.174
H -2.551 -0.754 -0.928
H -0.817 -1.371 0.649
*
```

3.
Entry from OMol25: a structure of composition C5H7NO (wB97M-V/def2-TZVPD).

The frontier orbital gap comes out at 10.5 eV. For the calculated total energy, the calculation gives -324.569801 a.u. The value obtained for the relative energy (zero: lowest compared OMol25 entry of this formula, charge and spin) is 406.1 kJ/mol. For the HOMO energy, the calculation gives -9.48 eV.

Structure (ORCA input):
```
! wB97M-V def2-TZVPD RIJCOSX def2/J DEFGRID3
* xyz 0 1
C -0.661 -1.652 -1.462
N 0.748 -0.817 -1.455
C 0.519 0.138 -0.672
O -0.784 0.280 -0.236
C -0.428 1.198 0.743
C 0.561 0.611 1.676
C 1.011 1.198 0.332
H -0.913 -1.686 -2.510
H -0.312 -2.567 -1.002
H -1.624 -1.412 -0.933
H -1.192 1.933 0.914
H 0.628 -0.469 1.809
H 0.756 1.208 2.559
H 1.691 2.036 0.237
*
```

4.
Entry from OMol25: the molecule C5H7NO (wB97M-V/def2-TZVPD).

The frontier orbital gap comes out at 11.3 eV. For the calculated total energy, the calculation gives -324.695199 a.u. The value obtained for the relative energy (zero: lowest compared OMol25 entry of this formula, charge and spin) is 76.8 kJ/mol. For the HOMO energy, the calculation gives -10.50 eV.

Structure (ORCA input):
```
! wB97M-V def2-TZVPD RIJCOSX def2/J DEFGRID3
* xyz 0 1
C -1.227 -1.165 0.315
C -0.521 0.189 0.162
C 0.870 0.070 -0.490
C 1.985 0.604 0.385
O 1.822 1.071 1.486
C -1.361 1.118 -0.608
N -2.008 1.839 -1.242
H -2.206 -1.042 0.785
H -0.624 -1.831 0.941
H -1.370 -1.643 -0.659
H -0.378 0.630 1.157
H 1.101 -0.978 -0.724
H 0.915 0.598 -1.451
H 3.001 0.540 -0.056
*
```

5.
Entry from OMol25: a structure of composition C5H7NO (wB97M-V/def2-TZVPD).

The frontier orbital gap comes out at 8.2 eV. For the calculated total energy, the calculation gives -324.587655 a.u. The value obtained for the relative energy (zero: lowest compared OMol25 entry of this formula, charge and spin) is 359.2 kJ/mol. For the HOMO energy, the calculation gives -7.11 eV.

Structure (ORCA input):
```
! wB97M-V def2-TZVPD RIJCOSX def2/J DEFGRID3
* xyz 0 1
O 0.637 -1.482 2.125
C 0.206 -1.801 1.114
C -1.669 -0.655 0.208
N -0.617 -0.027 -0.307
C 0.032 1.231 0.107
C 1.295 0.770 -0.667
C 0.488 -0.463 -0.936
H -2.003 -1.566 -0.269
H -2.321 -0.115 0.881
H 0.122 1.277 1.195
H -0.465 2.123 -0.281
H 2.168 0.633 -0.020
H 1.572 1.374 -1.537
H 0.557 -1.299 -1.615
*
```

6.
Entry from OMol25: a structure of composition C5H7NO (wB97M-V/def2-TZVPD).

The frontier orbital gap comes out at 9.4 eV. For the calculated total energy, the calculation gives -324.530631 a.u. The value obtained for the relative energy (zero: lowest compared OMol25 entry of this formula, charge and spin) is 508.9 kJ/mol. For the HOMO energy, the calculation gives -8.97 eV.

Structure (ORCA input):
```
! wB97M-V def2-TZVPD RIJCOSX def2/J DEFGRID3
* xyz 0 1
O 2.683 0.178 -0.145
C 1.628 0.582 -0.562
C 0.337 -0.172 -0.394
C -0.626 -0.254 -1.448
N -1.143 -0.464 1.235
C -0.904 0.668 0.326
C 0.138 -1.119 0.810
H 1.532 1.547 -1.121
H -0.453 0.605 -2.135
H -1.913 -0.981 0.821
H -1.753 1.025 -0.280
H -0.451 1.558 0.806
H 0.920 -1.013 1.580
H 0.006 -2.160 0.507
*
```